Here is a structure of composition C9H12FISi from the OMol25 dataset. Energies are from the ωB97M-V functional and the def2-TZVPD basis.

Each line ends with the natural charge from an NBO analysis.
Element x y z (Å)
1 C 1.647 -1.558 3.281  -0.28
2 C 2.080 -3.489 1.862  -0.26
3 C 0.851 -0.931 2.276  -0.26
4 C 1.320 -2.874 0.885  -0.25
5 C 2.190 -2.754 3.026  0.37
6 C 0.677 -1.685 1.126  -0.19
7 C -0.515 1.898 -0.072  -0.58
8 C -1.339 1.254 -2.258  -0.63
9 C -0.338 0.893 -1.217  -0.70
10 F 2.787 -3.434 4.063  -0.35
11 Si -0.896 -0.814 -0.629  1.04
12 I -0.886 -2.696 -2.301  -0.20
13 H 1.947 -0.985 4.255  0.24
14 H 2.618 -4.377 1.606  0.23
15 H 0.141 -0.117 2.544  0.22
16 H 1.210 -3.357 -0.020  0.21
17 H -1.397 1.576 0.413  0.19
18 H 0.265 1.831 0.662  0.21
19 H -0.573 2.811 -0.405  0.21
20 H -1.290 0.564 -3.062  0.22
21 H -1.245 2.308 -2.791  0.22
22 H -2.339 1.307 -1.825  0.21
23 H 0.722 1.209 -1.569  0.27
24 H -2.152 -0.961 0.255  -0.13

Summary:
Energy relative to the best compared isomer or geometry (same formula, charge and spin) = 0.0 kJ/mol

Here is an isolated molecule of C9H12FN from the OMol25 dataset. Energies are from the ωB97M-V functional and the def2-TZVPD basis.

Each line ends with the Löwdin spin population.
Element x y z (Å)
1 C -2.378 1.493 -0.194  0.07
2 C -1.184 1.752 -0.350  0.54
3 C -3.216 0.473 0.175  0.30
4 C -1.868 -0.844 0.210  0.25
5 C -0.461 -0.329 0.510  0.03
6 C 0.041 0.964 -0.275  0.07
7 C 0.520 -1.493 0.326  0.01
8 C 1.137 1.673 0.520  0.02
9 C 0.518 0.646 -1.694  0.02
10 N -4.410 0.294 0.425  0.56
11 F -1.960 -1.437 -1.021  0.07
12 H -2.216 -1.565 0.953  0.01
13 H -0.477 -0.043 1.568  0.00
14 H 0.296 -2.283 1.040  0.00
15 H 1.542 -1.168 0.494  0.00
16 H 0.442 -1.905 -0.676  0.00
17 H 1.462 2.563 -0.015  0.00
18 H 1.999 1.025 0.663  0.00
19 H 0.764 1.975 1.497  0.00
20 H 1.464 0.110 -1.667  0.00
21 H 0.665 1.569 -2.250  0.00
22 H -0.220 0.043 -2.217  0.00
23 H -4.723 -0.628 0.698  0.03

Summary:
Multiplicity = 3
Energy relative to the best compared isomer or geometry (same formula, charge and spin) = 153.1 kJ/mol
<S²> = 2.073

Here is the ion C9H12FN2O4S with charge +1 from the OMol25 dataset. Energies are from the ωB97M-V functional and the def2-TZVPD basis.

Each line ends with the natural charge from an NBO analysis.
Element x y z (Å)
1 C 3.135 0.710 1.615  -0.67
2 C 2.289 0.087 0.398  0.08
3 C 3.013 -0.558 -0.843  0.05
4 N 2.286 -1.125 -1.951  -0.46
5 C 0.828 -1.160 -2.021  0.06
6 C -0.040 -0.556 -0.861  0.06
7 C -1.639 -0.596 -1.018  -0.48
8 C -2.398 -1.301 0.222  -0.22
9 N -3.205 -2.494 -0.154  -0.84
10 C 0.711 0.080 0.357  -0.07
11 C -0.156 0.733 1.514  0.74
12 O 0.259 0.597 2.696  -0.43
13 O -1.405 1.428 1.344  -0.64
14 S -1.206 2.925 0.617  2.39
15 O -2.320 3.038 -0.406  -0.81
16 O 0.111 3.106 -0.071  -0.82
17 F -1.407 4.207 1.663  -0.41
18 H 4.261 0.577 1.508  0.26
19 H 2.807 1.810 1.719  0.27
20 H 2.771 0.187 2.571  0.28
21 H 4.165 -0.529 -0.844  0.27
22 H 2.789 -1.523 -2.767  0.46
23 H 0.284 -1.624 -2.910  0.27
24 H -2.079 0.459 -1.197  0.28
25 H -1.869 -1.204 -1.975  0.23
26 H -1.595 -1.677 0.972  0.18
27 H -2.989 -0.488 0.777  0.21
28 H -4.164 -2.456 0.214  0.39
29 H -3.237 -2.654 -1.169  0.36

Summary:
Charge = +1
Energy relative to the best compared isomer or geometry (same formula, charge and spin) = 347.3 kJ/mol

Here is the ion C9H12N with charge +1 from the OMol25 dataset. Energies are from the ωB97M-V functional and the def2-TZVPD basis.

Each line ends with the natural charge from an NBO analysis.
Element x y z (Å)
1 C -2.990 0.314 -0.119  -0.63
2 C -1.530 0.001 -0.003  -0.01
3 C -1.119 -1.158 0.511  -0.20
4 C 0.324 -1.527 0.578  -0.28
5 N 1.062 -1.226 -0.644  -0.42
6 C 2.219 -0.628 -0.670  0.25
7 C 2.558 0.347 0.296  -0.34
8 C 1.657 1.299 0.664  -0.05
9 C 0.471 1.637 -0.076  -0.25
10 C -0.664 1.060 -0.510  -0.16
11 H -3.262 0.512 -1.155  0.23
12 H -3.231 1.205 0.459  0.23
13 H -3.593 -0.511 0.248  0.23
14 H -1.830 -1.873 0.889  0.23
15 H 0.799 -0.995 1.407  0.24
16 H 0.415 -2.605 0.749  0.24
17 H 0.810 -1.824 -1.425  0.43
18 H 2.907 -0.848 -1.480  0.24
19 H 3.585 0.421 0.622  0.27
20 H 2.002 2.078 1.334  0.25
21 H 0.614 2.655 -0.444  0.25
22 H -1.205 1.666 -1.232  0.23

Summary:
Charge = +1
Energy relative to the best compared isomer or geometry (same formula, charge and spin) = 91.9 kJ/mol

Here is a cluster of 2 separate species, C9H12N2O2S in total from the OMol25 dataset. Energies are from the ωB97M-V functional and the def2-TZVPD basis.

Each line ends with the natural charge from an NBO analysis.
Element x y z (Å)
1 C -1.527 -0.367 -1.559  0.04
2 C 1.402 0.117 -0.498  -0.09
3 C 3.060 0.587 1.119  0.68
4 C -1.595 -1.653 -1.245  -0.31
5 C -2.605 -0.247 0.381  0.69
6 C 2.698 2.013 0.727  -0.65
7 C 2.323 -1.743 0.700  -0.41
8 C -2.112 1.944 -0.743  -0.42
9 C -2.347 -1.744 0.053  -0.53
10 N 2.227 -0.341 0.472  -0.49
11 N -2.066 0.502 -0.667  -0.46
12 O 3.827 0.264 1.985  -0.54
13 O -3.251 0.229 1.287  -0.60
14 S 1.348 1.808 -0.494  0.32
15 H -1.324 -2.612 -1.693  0.23
16 H 2.195 2.320 1.614  0.26
17 H 3.441 2.608 0.290  0.26
18 H 1.305 -2.164 0.289  0.24
19 H 3.205 -2.274 0.206  0.21
20 H 2.553 -1.875 1.700  0.22
21 H -1.315 2.386 -1.338  0.21
22 H -2.987 2.217 -1.253  0.20
23 H -2.315 2.320 0.321  0.24
24 H -3.392 -2.195 -0.048  0.25
25 H -1.728 -2.298 0.810  0.24
26 H -1.017 0.199 -2.416  0.21

Summary:
Energy relative to the best compared isomer or geometry (same formula, charge and spin) = 275.8 kJ/mol

Here is the ion C9H12N3 with charge +1 from the OMol25 dataset. Energies are from the ωB97M-V functional and the def2-TZVPD basis.

Each line ends with the natural charge from an NBO analysis.
Element x y z (Å)
1 C -1.936 1.032 -0.630  0.38
2 C -2.980 0.123 -0.649  -0.13
3 N -3.116 -0.710 0.326  -0.29
4 C -2.112 -1.295 0.959  -0.01
5 C -0.843 -1.497 0.277  -0.22
6 C -0.060 -0.469 -0.139  0.11
7 N 1.079 -0.857 -1.066  -0.53
8 C 2.335 -0.521 -0.301  -0.25
9 C 1.935 0.473 0.774  -0.41
10 C 0.407 0.727 0.663  -0.29
11 C 0.011 1.993 0.079  -0.24
12 N -1.394 2.003 -0.125  -0.37
13 H -3.731 0.040 -1.401  0.25
14 H -2.502 -2.149 1.631  0.22
15 H -0.577 -2.483 0.051  0.22
16 H 1.129 -0.501 -2.007  0.44
17 H 1.124 -1.811 -1.361  0.44
18 H 2.835 0.024 -1.111  0.22
19 H 3.031 -1.175 0.246  0.28
20 H 2.123 0.225 1.799  0.24
21 H 2.442 1.357 0.470  0.24
22 H 0.055 0.577 1.720  0.26
23 H 0.253 2.802 0.798  0.25
24 H 0.490 2.090 -1.002  0.20

Summary:
Charge = +1
Energy relative to the best compared isomer or geometry (same formula, charge and spin) = 500.5 kJ/mol

Here is a cluster of 3 separate species, C9H12N3O11PS3 in total from the OMol25 dataset. Energies are from the ωB97M-V functional and the def2-TZVPD basis.

Each line ends with the natural charge from an NBO analysis.
Element x y z (Å)
1 N 0.905 -0.383 -0.347  -0.30
2 C 0.635 0.728 -0.227  0.29
3 C 0.215 2.111 0.070  -0.17
4 N 1.355 3.080 0.068  -0.47
5 C 1.620 3.433 1.186  0.24
6 S 1.755 3.870 2.673  0.10
7 C -0.991 2.619 -0.836  -0.14
8 O -1.159 1.924 -2.011  -0.68
9 C -0.768 4.020 -1.167  0.26
10 N -0.535 5.148 -1.247  -0.27
11 P -2.604 2.590 0.182  1.33
12 O -3.008 1.004 0.336  -0.97
13 O -2.222 3.232 1.653  -0.98
14 H -0.165 2.092 1.089  0.24
15 H -1.535 1.051 -1.808  0.51
16 H -2.452 0.504 0.957  0.50
17 H -2.429 2.616 2.364  0.50
18 O -0.554 -3.004 -2.225  -0.89
19 S -0.636 -1.783 -2.933  2.58
20 O -1.343 -0.678 -2.409  -0.94
21 O -1.126 -2.108 -4.426  -0.68
22 C -0.173 -1.619 -5.377  -0.10
23 C 1.152 -1.677 -4.651  -0.10
24 O 0.841 -1.289 -3.309  -0.67
25 H -0.441 -0.593 -5.638  0.20
26 H -0.185 -2.235 -6.272  0.21
27 H 1.893 -1.006 -5.076  0.22
28 H 1.551 -2.694 -4.629  0.19
29 O 1.741 0.351 3.250  -0.89
30 S 0.678 -0.577 3.317  2.56
31 O -0.596 -0.298 2.750  -0.93
32 O 0.475 -1.036 4.839  -0.68
33 C 0.616 -2.460 4.942  -0.10
34 C 1.569 -2.831 3.826  -0.10
35 O 1.198 -1.974 2.739  -0.67
36 H -0.366 -2.914 4.798  0.20
37 H 0.999 -2.729 5.923  0.22
38 H 1.484 -3.873 3.531  0.22
39 H 2.605 -2.612 4.096  0.20

Here is a structure of composition C9H12N3O3 from the OMol25 dataset. Energies are from the ωB97M-V functional and the def2-TZVPD basis.

Each line ends with the natural charge from an NBO analysis.
Element x y z (Å)
1 C 0.318 -1.631 1.722  -0.57
2 C 1.042 -1.152 0.606  0.70
3 C 0.561 -0.398 2.399  0.68
4 C -0.274 -2.859 2.071  0.67
5 C 0.065 1.047 -3.189  -0.41
6 C -0.955 0.618 -2.135  -0.51
7 C 1.439 1.486 -2.305  -0.23
8 C -0.308 1.222 -0.878  0.35
9 C -1.023 1.457 0.413  -0.65
10 N 1.488 -0.008 1.360  -0.73
11 N 0.822 1.788 -0.980  -0.48
12 N -1.105 -2.579 3.219  -0.90
13 O 1.412 -1.395 -0.513  -0.64
14 O 0.184 0.258 3.418  -0.69
15 O -0.351 -3.971 1.550  -0.67
16 H 0.451 0.292 -3.842  0.21
17 H -0.277 1.929 -3.822  0.19
18 H -1.919 1.018 -2.233  0.21
19 H -0.884 -0.417 -2.049  0.25
20 H 2.145 0.659 -2.280  0.21
21 H 1.962 2.333 -2.793  0.18
22 H -0.438 1.878 1.204  0.25
23 H -1.600 0.601 0.686  0.23
24 H -1.785 2.280 0.008  0.20
25 H 1.525 0.897 0.923  0.39
26 H -0.926 -1.883 3.964  0.41
27 H -1.571 -3.469 3.478  0.37

Summary:
Charge = -1
Energy relative to the best compared isomer or geometry (same formula, charge and spin) = 0.0 kJ/mol

Number 1: electronic energy -1037.11485 a.u.. Number 2: electronic energy -504.47628 a.u.. Number 3: electronic energy -1258.19107 a.u.. Number 4: electronic energy -404.56997 a.u.. Number 5: electronic energy -1008.22950 a.u.. Number 6: electronic energy -513.98548 a.u.. Number 7: electronic energy -2877.89650 a.u.. Number 8: electronic energy -740.17417 a.u..